{"formula": "C28H36As2SiTl", "method": "ωB97M-V/def2-TZVPD", "e_homo_ev": -9.1, "total_charge": 1, "symbols": ["C", "C", "C", "H", "C", "C", "H", "H", "H", "H", "Tl", "C", "H", "H", "H", "Si", "C", "C", "H", "C", "H", "C", "H", "C", "H", "C", "H", "C", "C", "H", "C", "H", "C", "H", "C", "H", "C", "H", "H", "H", "C", "As", "C", "C", "C", "C", "C", "C", "C", "As", "C", "C", "H", "H", "H", "H", "H", "H", "H", "H", "H", "H", "H", "H", "H", "H", "H", "H"], "positions_angstrom": [[1.083, 2.736, 2.829], [1.447, 2.984, 1.481], [0.295, 3.500, 0.797], [2.450, 2.851, 1.055], [-0.786, 3.539, 1.738], [-0.286, 3.087, 2.989], [-0.822, 3.097, 3.938], [1.734, 2.403, 3.636], [0.245, 3.810, -0.252], [-1.808, 3.888, 1.548], [-0.484, 0.881, 0.412], [-0.581, -2.296, -2.344], [-1.562, -1.786, -2.453], [-0.226, -2.021, -1.343], [0.330, -2.022, -2.937], [-0.246, -0.771, -4.208], [1.435, -0.770, -4.999], [2.241, 0.379, -4.969], [1.816, 1.302, -4.578], [3.555, 0.302, -5.456], [4.159, 1.198, -5.444], [4.041, -0.901, -5.998], [5.048, -0.951, -6.414], [3.213, -2.026, -6.080], [3.553, -2.962, -6.550], [1.898, -1.966, -5.608], [1.183, -2.801, -5.695], [-1.397, 0.450, -4.968], [-1.069, 1.007, -6.227], [-0.186, 0.640, -6.760], [-1.873, 2.020, -6.775], [-1.567, 2.513, -7.701], [-3.064, 2.408, -6.138], [-3.683, 3.217, -6.553], [-3.479, 1.713, -4.989], [-4.450, 1.949, -4.535], [-2.663, 0.736, -4.407], [-2.987, 0.173, -3.525], [-0.808, -3.364, -2.389], [-0.840, -2.068, -4.661], [-2.698, -1.860, 4.471], [-1.842, -0.521, 3.336], [-3.071, 0.957, 3.739], [-0.383, -0.113, 4.628], [-0.666, 0.604, 5.789], [0.379, 1.000, 6.637], [1.690, 0.617, 6.350], [1.963, -0.176, 5.226], [0.933, -0.547, 4.366], [1.372, -1.619, 2.727], [2.806, -2.654, 3.531], [0.126, -3.141, 2.931], [-3.608, -2.185, 3.955], [-2.921, -1.419, 5.445], [-2.014, -2.704, 4.584], [-3.550, 0.756, 4.706], [-2.531, 1.910, 3.744], [-3.806, 0.950, 2.921], [-1.699, 0.854, 6.037], [0.154, 1.606, 7.520], [2.504, 0.929, 7.006], [2.985, -0.502, 5.033], [2.474, -3.115, 4.462], [3.098, -3.426, 2.818], [3.658, -2.006, 3.717], [0.000, -3.381, 3.994], [-0.824, -2.908, 2.431], [0.612, -3.987, 2.427]], "forces_ev_per_a": [[-0.661, 0.201, -0.229], [-0.215, -0.259, -0.177], [-0.098, -0.683, -0.043], [-0.528, 0.143, 0.189], [-0.022, -0.392, -0.115], [0.479, -0.178, -0.375], [0.171, -0.072, -0.327], [-0.134, 0.040, -0.318], [0.095, 0.076, 0.482], [0.563, -0.013, 0.064], [0.480, 1.102, 0.822], [0.089, 0.937, 2.059], [0.609, 0.146, -0.374], [-0.243, -0.264, 0.100], [-0.279, -0.493, 0.338], [-0.584, -2.093, -4.401], [0.173, -0.015, 0.733], [0.567, -0.606, -0.083], [0.368, -0.051, 0.016], [-0.640, -0.156, -0.192], [0.160, -0.092, -0.020], [-0.405, 0.238, 0.086], [-0.239, 0.054, 0.259], [-0.554, -0.280, -0.265], [-0.047, 0.628, 0.245], [-0.097, 0.284, 0.567], [0.714, 0.275, 0.062], [-1.298, 0.963, 0.737], [0.366, 0.343, 0.385], [-0.216, 0.477, 0.239], [-0.244, -0.302, 0.232], [-0.116, -0.301, 0.273], [0.308, -0.439, 0.149], [0.368, -0.487, 0.249], [-0.158, -0.033, 0.021], [0.465, -0.131, -0.204], [0.373, 0.370, -0.254], [-0.011, 0.508, -0.205], [0.417, 0.145, -0.596], [0.171, 0.376, -0.064], [-0.177, -0.218, -0.360], [0.588, 0.569, 0.729], [-0.001, -0.172, -0.170], [0.063, -0.220, -0.336], [0.516, 0.043, 0.070], [-0.203, -0.146, -0.109], [-0.104, -0.050, -0.170], [-0.197, 0.193, 0.384], [-0.344, -0.109, -0.468], [-0.460, 0.228, 0.658], [0.434, 0.050, -0.113], [-0.035, 0.156, -0.218], [0.073, -0.062, 0.338], [-0.029, -0.111, -0.137], [-0.239, 0.083, 0.057], [-0.026, 0.243, -0.315], [-0.242, -0.323, -0.017], [0.037, 0.159, 0.424], [0.309, 0.115, -0.063], [0.145, -0.261, -0.294], [-0.215, -0.097, -0.180], [-0.232, 0.159, 0.110], [0.029, 0.071, -0.056], [0.046, 0.035, 0.089], [0.147, -0.156, 0.023], [-0.091, 0.045, -0.341], [0.233, -0.319, 0.298], [-0.174, 0.130, 0.099]]}

---

{"formula": "C34H57ClP2PdSi2", "method": "ωB97M-V/def2-TZVPD", "e_homo_ev": [-4.0, -7.3], "s2": 6.050, "spin_multiplicity": 5, "symbols": ["Pd", "C", "C", "C", "Si", "C", "C", "Si", "H", "H", "H", "Cl", "C", "C", "C", "C", "H", "H", "H", "H", "H", "H", "H", "H", "H", "H", "H", "H", "C", "C", "P", "H", "H", "P", "H", "H", "C", "C", "C", "C", "C", "H", "C", "H", "H", "H", "H", "H", "H", "H", "C", "C", "H", "H", "H", "H", "H", "H", "H", "C", "C", "H", "H", "H", "H", "H", "H", "C", "C", "H", "H", "H", "H", "H", "H", "H", "C", "H", "H", "H", "C", "C", "C", "C", "C", "C", "C", "C", "C", "C", "H", "H", "H", "H", "H", "H", "H"], "positions_angstrom": [[-0.134, 0.666, -0.734], [-2.395, 1.077, 1.109], [-2.429, 1.549, -0.234], [-2.256, 0.369, -1.070], [-2.418, 3.336, -0.807], [-1.900, -0.737, -0.208], [-1.999, -0.278, 1.154], [-1.723, -1.255, 2.728], [-2.672, 1.671, 1.982], [-2.455, 0.312, -2.136], [-1.721, -1.758, -0.538], [0.801, -1.742, -2.474], [-1.390, -0.068, 4.132], [-3.241, -2.292, 3.041], [-2.572, 4.445, 0.681], [-3.809, 3.626, -2.013], [-4.125, -1.648, 2.921], [-3.222, -2.666, 4.074], [-3.345, -3.144, 2.357], [-0.615, 0.665, 3.866], [-1.049, -0.635, 5.010], [-2.309, 0.471, 4.399], [-4.704, 3.086, -1.666], [-3.587, 3.306, -3.040], [-4.042, 4.702, -2.024], [-3.379, 4.091, 1.336], [-2.829, 5.451, 0.322], [-1.647, 4.507, 1.268], [-0.161, -2.332, 2.604], [-0.700, 3.700, -1.589], [0.200, -3.170, 1.022], [-0.161, -3.057, 3.434], [0.686, -1.640, 2.773], [0.072, 2.244, -2.365], [-0.024, 4.042, -0.786], [-0.794, 4.529, -2.308], [1.755, 2.641, -3.014], [-0.970, 2.003, -3.894], [-1.219, -4.368, 0.751], [1.623, -4.331, 1.397], [2.889, -3.787, 0.724], [1.348, -5.280, 0.905], [1.876, -4.589, 2.881], [2.125, -3.660, 3.409], [2.735, -5.269, 2.974], [1.026, -5.064, 3.384], [2.735, -3.597, -0.346], [3.700, -4.519, 0.830], [3.215, -2.850, 1.193], [-2.112, -3.721, 0.711], [-1.381, -5.396, 1.870], [-1.047, -5.046, -0.619], [-1.600, -4.938, 2.843], [-0.488, -6.028, 1.968], [-2.224, -6.053, 1.617], [-0.874, -4.315, -1.421], [-1.960, -5.608, -0.861], [-0.210, -5.758, -0.612], [-1.998, 1.887, -3.512], [-0.580, 0.725, -4.643], [-0.913, 3.220, -4.826], [-1.287, 4.141, -4.361], [-1.546, 3.017, -5.699], [0.106, 3.402, -5.193], [-0.739, -0.176, -4.041], [0.474, 0.744, -4.953], [-1.194, 0.645, -5.550], [2.847, 1.780, -2.374], [2.094, 4.127, -2.896], [1.696, 2.370, -4.082], [2.165, 4.439, -1.844], [1.369, 4.774, -3.405], [3.073, 4.300, -3.361], [2.949, 2.003, -1.304], [3.808, 1.997, -2.859], [2.641, 0.707, -2.486], [1.401, -3.150, -3.580], [2.487, -3.191, -3.465], [1.107, -2.887, -4.598], [0.910, -4.061, -3.226], [1.631, 3.343, 3.933], [0.564, 3.441, 3.019], [0.513, 2.599, 1.917], [1.500, 1.616, 1.690], [1.454, 0.680, 0.632], [2.436, -0.259, 0.460], [3.542, -0.307, 1.350], [3.607, 0.556, 2.425], [2.604, 1.530, 2.625], [2.636, 2.407, 3.732], [1.668, 4.011, 4.795], [-0.221, 4.183, 3.175], [-0.317, 2.673, 1.211], [2.368, -0.966, -0.362], [4.340, -1.030, 1.177], [4.434, 0.494, 3.140], [3.476, 2.329, 4.427]], "forces_ev_per_a": [[0.146, -0.765, 1.322], [0.517, -0.945, 0.623], [-0.023, -0.412, -0.916], [-0.281, -0.628, 0.309], [0.528, -0.666, 0.173], [-0.792, 0.992, -0.990], [-0.428, 0.507, 0.385], [0.626, 0.071, -0.502], [0.476, -0.060, -0.213], [0.013, -0.059, 0.213], [-0.031, 0.300, 0.080], [0.513, -1.297, -1.013], [-0.211, 0.016, 0.120], [-0.251, -0.050, 0.277], [-0.213, 0.213, 0.038], [-0.258, 0.280, -0.088], [0.149, -0.211, 0.083], [-0.114, -0.033, -0.208], [0.026, 0.217, 0.173], [-0.162, -0.173, 0.018], [-0.106, 0.191, -0.118], [0.219, -0.018, 0.071], [0.223, 0.173, -0.130], [-0.074, 0.083, 0.250], [-0.029, -0.260, -0.156], [0.113, 0.166, -0.079], [0.052, -0.113, 0.246], [-0.215, -0.040, -0.166], [-0.077, -0.194, 0.282], [-0.018, 0.486, -0.223], [0.054, 0.209, -0.706], [-0.077, 0.291, -0.015], [-0.213, -0.175, -0.059], [-0.060, -0.040, -0.263], [-0.268, -0.172, -0.177], [0.049, -0.089, 0.208], [-0.014, 0.247, -0.314], [0.253, 0.238, 0.184], [0.442, 0.327, 0.335], [-0.243, 0.116, -0.032], [0.149, -0.205, 0.057], [0.127, 0.211, 0.146], [0.243, -0.264, -0.008], [-0.058, -0.202, -0.102], [-0.110, 0.118, 0.114], [0.134, 0.164, -0.084], [-0.023, 0.000, 0.205], [-0.018, 0.113, -0.038], [-0.167, -0.262, -0.126], [0.212, -0.239, -0.031], [-0.404, -0.201, -0.196], [-0.216, -0.019, 0.104], [0.114, -0.033, -0.213], [-0.198, 0.148, -0.024], [0.109, -0.033, 0.189], [-0.025, -0.095, 0.216], [0.215, 0.032, -0.021], [-0.150, 0.160, -0.001], [0.319, 0.052, -0.141], [-0.183, -0.037, -0.052], [-0.216, -0.076, -0.166], [0.112, -0.216, -0.049], [0.115, 0.124, 0.060], [-0.206, -0.035, 0.087], [0.061, 0.259, -0.075], [-0.175, -0.010, 0.048], [0.155, -0.024, 0.117], [0.042, 0.012, 0.038], [0.233, 0.122, -0.173], [0.078, 0.146, 0.209], [-0.043, -0.082, -0.234], [0.099, -0.144, 0.142], [-0.139, 0.066, 0.132], [-0.066, -0.113, -0.201], [-0.151, -0.040, 0.068], [0.001, 0.229, 0.094], [-0.368, 0.966, 0.746], [-0.334, -0.010, -0.027], [0.080, -0.100, 0.292], [0.167, 0.317, -0.094], [-2.616, 1.475, -0.691], [1.452, 1.008, 2.634], [0.038, -1.140, -1.588], [0.217, -0.015, 0.607], [-2.206, 2.569, -0.365], [3.861, -2.133, 1.383], [-1.431, -1.484, -3.195], [-0.011, 1.281, 1.404], [-0.291, 0.407, 0.454], [1.253, -1.307, -0.516], [-0.054, -0.179, -0.256], [0.222, -0.165, 0.040], [0.373, -0.094, 0.263], [0.157, -0.020, 0.187], [-0.177, 0.181, 0.005], [-0.297, 0.033, -0.212], [-0.247, 0.064, -0.180]]}

---

{"formula": "C2HClF2S", "method": "ωB97M-V/def2-TZVPD", "e_homo_ev": [-7.6, -10.9], "s2": 2.018, "spin_multiplicity": 3, "relative_energy_kcal_mol": 12.26, "symbols": ["C", "C", "F", "F", "S", "Cl", "H"], "positions_angstrom": [[-0.685, -0.530, -0.007], [-1.849, 0.065, 0.030], [-2.003, 1.374, 0.245], [-3.021, -0.527, -0.215], [0.712, -1.212, 0.004], [3.130, 0.967, -0.172], [3.716, -0.137, 0.116]], "forces_ev_per_a": [[0.207, -0.303, 0.097], [-0.527, 0.432, -0.258], [-0.593, -0.666, -0.081], [0.394, 0.791, 0.261], [0.241, -0.514, 0.010], [0.334, 0.134, -0.003], [-0.056, 0.126, -0.025]]}

---

DFT total energy values, unit hartree, following the record order: -6021.63403, -3179.38464, -1134.79667.
Max |F| values, unit eV/A, following the record order: 4.91, 4.62, 0.92.